[1]
{
  "formula": "C36H68F9IN3O4S3",
  "method": "wB97M-V/def2-TZVPD",
  "e_lumo_ev": -4.0374,
  "e_tot_ha": -4268.011790,
  "fmax_ha_per_bohr": 0.12543,
  "homo_ev": -10.8,
  "charge": 1,
  "symbols": ["C", "C", "C", "C", "N", "C", "C", "C", "C", "C", "C", "O", "C", "C", "O", "O", "N", "C", "C", "C", "C", "C", "F", "F", "C", "F", "F", "S", "F", "F", "F", "F", "F", "C", "I", "O", "C", "N", "C", "S", "S", "C", "C", "C", "H", "H", "H", "H", "H", "H", "H", "H", "H", "H", "H", "H", "H", "H", "H", "H", "H", "H", "H", "H", "H", "H", "H", "H", "H", "H", "H", "H", "H", "H", "H", "H", "H", "H", "H", "H", "H", "H", "H", "H", "C", "C", "C", "C", "C", "C", "H", "H", "H", "H", "H", "H", "H", "H", "H", "H", "H", "H", "H", "H", "C", "C", "C", "C", "C", "C", "H", "H", "H", "H", "H", "H", "H", "H", "H", "H", "H", "H", "H", "H"],
  "xyz": [[-2.248, -0.885, 5.436], [-1.977, 0.550, 6.152], [-3.231, 1.556, 5.971], [-2.951, 2.578, 4.739], [-2.830, 1.806, 3.455], [-3.935, 2.141, 2.495], [-5.342, 1.443, 2.821], [-5.356, -0.162, 2.594], [-5.728, -0.599, 1.091], [-4.879, -1.826, 0.509], [-5.375, -2.608, -0.806], [-6.657, -3.268, -0.817], [-4.028, -3.529, -1.033], [-4.420, -4.339, -2.366], [-3.335, -5.092, -2.977], [-3.246, -4.604, -4.258], [-3.001, -2.404, -1.138], [-1.600, -2.918, -1.346], [-0.437, -1.824, -1.196], [-0.449, -0.652, -2.307], [0.090, 0.686, -1.577], [0.669, 1.789, -2.627], [0.681, 1.316, -3.976], [2.075, 1.899, -2.266], [0.065, 3.257, -2.427], [1.068, 4.220, -2.806], [-0.161, 3.510, -1.027], [-1.519, 3.645, -3.333], [-1.164, 5.293, -3.145], [-0.813, 3.623, -4.841], [-2.025, 2.056, -3.403], [-2.318, 3.757, -1.831], [-2.956, 4.076, -4.075], [-3.308, -1.568, 0.095], [-2.303, -2.471, 1.858], [-2.859, -0.177, 0.051], [-3.458, 0.489, -1.059], [-4.273, 0.792, -1.912], [-1.571, 2.179, 2.717], [-1.116, 3.767, 2.390], [-0.531, 0.757, 2.128], [0.951, 0.700, 3.256], [1.714, -0.713, 3.247], [2.434, -1.070, 1.848], [-1.295, -1.518, 5.526], [-3.118, -1.453, 5.921], [-2.426, -0.676, 4.324], [-1.850, 0.303, 7.277], [-1.020, 1.061, 5.778], [-3.329, 2.153, 6.949], [-4.201, 0.951, 5.815], [-3.785, 3.368, 4.645], [-1.993, 3.148, 5.019], [-3.595, 1.821, 1.450], [-4.019, 3.295, 2.481], [-5.685, 1.751, 3.874], [-6.116, 1.875, 2.090], [-6.161, -0.575, 3.319], [-4.355, -0.555, 2.983], [-6.832, -0.956, 1.120], [-5.725, 0.345, 0.443], [-4.862, -2.617, 1.334], [-5.402, -1.909, -1.735], [-7.054, -3.013, -1.691], [-3.930, -4.172, -0.094], [-5.249, -5.088, -2.055], [-4.932, -3.591, -3.080], [-2.705, -3.774, -4.260], [-3.240, -2.019, -2.070], [-1.322, -3.822, -0.699], [-1.554, -3.295, -2.443], [0.563, -2.394, -1.343], [-0.367, -1.322, -0.171], [-1.483, -0.493, -2.807], [0.273, -1.000, -3.145], [0.922, 0.392, -0.826], [-0.771, 1.089, -0.942], [0.576, 0.870, 4.331], [1.627, 1.602, 3.006], [2.450, -0.731, 4.135], [0.908, -1.523, 3.447], [1.723, -0.915, 0.949], [2.727, -2.187, 1.877], [3.416, -0.484, 1.691], [4.825, -0.209, 5.371], [5.035, 0.900, 4.350], [6.328, 0.746, 3.547], [7.618, 0.807, 4.371], [7.811, 2.085, 5.189], [7.907, 3.340, 4.331], [5.613, -0.216, 6.128], [3.871, -0.068, 5.888], [4.804, -1.189, 4.884], [5.008, 1.872, 4.851], [4.191, 0.891, 3.651], [6.354, 1.519, 2.772], [6.304, -0.213, 3.015], [8.468, 0.692, 3.687], [7.660, -0.053, 5.048], [8.736, 1.989, 5.768], [7.003, 2.199, 5.918], [8.737, 3.265, 3.623], [8.080, 4.215, 4.963], [6.987, 3.516, 3.769], [4.883, -1.332, -8.338], [3.532, -0.754, -8.738], [2.970, 0.234, -7.714], [2.682, -0.356, -6.329], [1.710, -1.537, -6.312], [0.318, -1.179, -6.814], [4.817, -1.910, -7.413], [5.253, -2.001, -9.120], [5.621, -0.537, -8.197], [2.822, -1.567, -8.917], [3.648, -0.231, -9.694], [2.055, 0.678, -8.119], [3.678, 1.063, -7.594], [2.281, 0.442, -5.693], [3.622, -0.667, -5.863], [1.625, -1.899, -5.280], [2.109, -2.371, -6.897], [-0.118, -0.374, -6.214], [-0.342, -2.048, -6.745], [0.335, -0.860, -7.859]]
}

---

[2]
{
  "formula": "C29H25CuFN5O6S2Te",
  "method": "wB97M-V/def2-TZVPD",
  "e_lumo_ev": [2.3992, 2.3820],
  "e_tot_ha": -4650.213043,
  "fmax_ha_per_bohr": 0.03349,
  "de_lowest_ev": 0.184,
  "homo_ev": [-3.9, -3.9],
  "charge": -1,
  "spin_multiplicity": 2,
  "s2": 0.761,
  "symbols": ["Cu", "O", "C", "N", "C", "C", "C", "C", "C", "C", "N", "C", "C", "C", "C", "C", "N", "H", "H", "H", "H", "H", "H", "H", "H", "H", "H", "C", "S", "O", "C", "C", "C", "C", "C", "C", "H", "H", "H", "H", "H", "H", "H", "H", "F", "C", "C", "N", "C", "C", "O", "O", "C", "O", "N", "C", "O", "H", "H", "H", "H", "Te", "C", "C", "C", "C", "S", "H", "H", "H"],
  "xyz": [[-0.777, 1.796, 0.207], [-3.571, 4.303, -1.098], [-2.745, 3.681, -0.427], [-2.424, 2.401, -0.507], [-2.926, 1.592, -1.574], [-1.803, 1.243, -2.499], [-2.036, 0.850, -3.814], [-0.955, 0.600, -4.635], [0.327, 0.711, -4.109], [0.460, 1.068, -2.779], [-0.575, 1.334, -1.999], [-1.972, 4.342, 0.686], [-2.543, 5.286, 1.530], [-1.785, 5.777, 2.580], [-0.475, 5.348, 2.724], [0.020, 4.436, 1.809], [-0.711, 3.933, 0.828], [-3.337, 0.654, -1.175], [-3.724, 2.111, -2.120], [-3.052, 0.763, -4.167], [-1.101, 0.324, -5.671], [1.199, 0.509, -4.715], [1.431, 1.136, -2.307], [-3.565, 5.597, 1.367], [-2.213, 6.473, 3.289], [0.146, 5.698, 3.534], [1.036, 4.072, 1.869], [-0.842, -3.204, -0.449], [-1.128, -1.661, -1.418], [-2.531, -1.739, -1.859], [-0.168, -2.291, -2.847], [1.207, -2.133, -2.843], [1.956, -2.609, -3.904], [1.325, -3.239, -4.965], [-0.053, -3.382, -4.973], [-0.803, -2.898, -3.913], [-1.533, -3.956, -0.810], [-1.035, -2.955, 0.588], [0.188, -3.516, -0.565], [1.671, -1.650, -1.996], [3.030, -2.495, -3.898], [1.914, -3.624, -5.786], [-0.535, -3.876, -5.805], [-1.879, -2.994, -3.891], [3.670, -3.429, -0.975], [3.292, -3.190, 0.303], [3.026, -1.922, 0.698], [2.699, -1.619, 1.983], [2.201, -0.296, 2.267], [0.963, 0.015, 1.347], [0.266, -0.921, 0.985], [0.848, 1.234, 1.058], [2.649, -2.594, 2.959], [2.446, -2.361, 4.127], [2.897, -3.871, 2.504], [3.181, -4.309, 1.208], [3.311, -5.491, 0.962], [3.066, -1.095, 0.006], [2.966, 0.467, 2.098], [1.893, -0.277, 3.316], [2.827, -4.595, 3.210], [-2.464, 0.918, 2.194], [-1.164, 0.892, 3.839], [-1.193, 0.019, 4.885], [-0.255, 0.307, 5.900], [0.485, 1.410, 5.624], [0.043, 2.108, 4.104], [-1.883, -0.808, 4.910], [-0.142, -0.282, 6.794], [1.262, 1.873, 6.201]]
}

---

[3]
{
  "formula": "C43H61ClF5InN10O3P",
  "method": "wB97M-V/def2-TZVPD",
  "e_lumo_ev": 1.3025,
  "e_tot_ha": -3939.121654,
  "fmax_ha_per_bohr": 0.15275,
  "homo_ev": -5.6,
  "charge": -1,
  "symbols": ["C", "C", "O", "N", "C", "In", "C", "C", "C", "Cl", "C", "C", "C", "C", "F", "F", "C", "F", "F", "F", "P", "N", "O", "O", "H", "H", "H", "H", "H", "H", "H", "H", "H", "H", "H", "H", "H", "H", "H", "H", "H", "H", "H", "H", "H", "N", "C", "C", "C", "C", "H", "H", "H", "H", "H", "N", "C", "C", "C", "C", "H", "H", "H", "H", "H", "N", "C", "C", "C", "C", "H", "H", "H", "H", "H", "N", "C", "C", "C", "C", "H", "H", "H", "H", "H", "N", "C", "C", "C", "C", "H", "H", "H", "H", "H", "N", "C", "C", "C", "C", "H", "H", "H", "H", "H", "N", "C", "C", "C", "C", "H", "H", "H", "H", "H", "N", "C", "C", "C", "C", "H", "H", "H", "H", "H"],
  "xyz": [[-8.441, -5.626, 4.258], [-7.307, -5.170, 5.372], [-7.687, -5.159, 6.678], [-5.886, -4.757, 5.080], [-5.999, -3.375, 4.476], [-4.822, -6.135, 3.845], [-2.658, -6.446, 4.588], [-1.881, -7.338, 3.406], [-0.234, -7.078, 3.466], [0.445, -8.077, 4.873], [-4.581, -5.170, 1.763], [-3.113, -4.407, 1.604], [-3.234, -2.768, 1.669], [-2.738, -2.098, 3.083], [-2.826, -3.006, 4.260], [-3.691, -0.962, 3.366], [-1.151, -1.571, 3.041], [-0.801, -1.301, 4.483], [-0.296, -2.738, 2.637], [-0.950, -0.398, 2.159], [-5.845, -8.449, 3.648], [-7.064, -8.754, 4.666], [-6.414, -8.796, 2.004], [-4.553, -9.625, 3.938], [-9.232, -4.770, 4.191], [-7.871, -5.689, 3.221], [-8.960, -6.639, 4.561], [-7.136, -3.130, 4.215], [-5.286, -3.166, 3.572], [-5.694, -2.593, 5.322], [-2.658, -7.110, 5.578], [-2.108, -5.419, 4.788], [-2.330, -7.105, 2.331], [-2.068, -8.499, 3.573], [0.310, -7.402, 2.463], [0.034, -5.947, 3.681], [-5.389, -4.296, 1.681], [-4.822, -5.910, 0.888], [-2.711, -4.735, 0.531], [-2.313, -4.768, 2.381], [-2.524, -2.323, 0.818], [-4.332, -2.416, 1.366], [-7.205, -7.902, 5.217], [-5.948, -9.646, 1.667], [-4.113, -9.302, 4.802], [-0.092, 2.801, -0.254], [0.944, 3.592, -0.678], [2.112, 3.070, -0.169], [1.770, 1.921, 0.583], [0.402, 1.777, 0.511], [-1.069, 2.949, -0.473], [0.761, 4.456, -1.302], [3.105, 3.474, -0.324], [2.447, 1.269, 1.118], [-0.259, 1.035, 0.939], [-4.771, 1.508, 4.120], [-4.624, 2.834, 4.436], [-5.710, 3.215, 5.192], [-6.538, 2.077, 5.342], [-5.933, 1.037, 4.673], [-4.123, 0.963, 3.567], [-3.762, 3.392, 4.095], [-5.886, 4.205, 5.592], [-7.475, 2.022, 5.882], [-6.230, 0.005, 4.543], [5.686, 5.210, -0.817], [6.722, 6.001, -1.241], [7.891, 5.480, -0.732], [7.548, 4.331, 0.019], [6.181, 4.186, -0.052], [4.709, 5.359, -1.036], [6.540, 6.866, -1.865], [8.883, 5.883, -0.887], [8.226, 3.679, 0.555], [5.519, 3.445, 0.375], [4.327, 1.139, -2.063], [4.940, 0.031, -2.587], [5.858, 0.454, -3.523], [5.800, 1.867, -3.561], [4.849, 2.264, -2.647], [3.604, 1.128, -1.356], [4.671, -0.962, -2.250], [6.500, -0.186, -4.113], [6.389, 2.525, -4.186], [4.498, 3.248, -2.365], [4.188, 7.533, -2.577], [4.086, 6.943, -3.809], [3.349, 7.776, -4.621], [2.999, 8.911, -3.853], [3.532, 8.737, -2.595], [4.671, 7.143, -1.778], [4.545, 5.982, -4.002], [3.093, 7.586, -5.656], [2.421, 9.765, -4.182], [3.500, 9.363, -1.714], [-4.918, -12.048, -0.143], [-5.746, -12.845, -0.889], [-5.695, -14.118, -0.368], [-4.809, -14.087, 0.735], [-4.346, -12.796, 0.853], [-4.754, -11.062, -0.302], [-6.299, -12.439, -1.726], [-6.238, -14.977, -0.742], [-4.538, -14.917, 1.375], [-3.659, -12.347, 1.558], [2.358, 9.369, -8.521], [3.557, 9.849, -8.061], [4.379, 10.051, -9.148], [3.647, 9.686, -10.303], [2.402, 9.272, -9.887], [1.564, 9.127, -7.942], [3.723, 10.003, -7.004], [5.395, 10.422, -9.112], [3.992, 9.723, -11.329], [1.546, 8.916, -10.445], [8.047, 8.487, -4.388], [8.999, 8.364, -5.367], [10.230, 8.277, -4.755], [10.012, 8.344, -3.358], [8.655, 8.470, -3.160], [7.052, 8.575, -4.547], [8.720, 8.351, -6.412], [11.181, 8.175, -5.260], [10.763, 8.303, -2.580], [8.072, 8.551, -2.252]]
}

---

[4]
{
  "formula": "C36H29BrF3N6O9P2SZr",
  "method": "wB97M-V/def2-TZVPD",
  "e_lumo_ev": -3.3850,
  "e_tot_ha": -6396.826688,
  "fmax_ha_per_bohr": 0.04128,
  "de_lowest_ev": 1.227,
  "homo_ev": -10.9,
  "charge": 1,
  "symbols": ["Zr", "C", "C", "C", "C", "N", "C", "C", "C", "C", "C", "C", "N", "C", "C", "C", "C", "C", "N", "H", "H", "H", "H", "H", "H", "H", "H", "H", "H", "H", "C", "C", "O", "P", "O", "O", "O", "P", "O", "O", "O", "H", "H", "H", "H", "H", "H", "H", "F", "C", "F", "F", "C", "C", "C", "C", "N", "C", "S", "H", "H", "H", "Br", "C", "C", "C", "C", "C", "C", "C", "O", "O", "H", "H", "H", "H", "N", "C", "C", "C", "C", "C", "N", "C", "H", "H", "H", "H"],
  "xyz": [[0.176, -0.382, -0.134], [4.380, 3.095, 0.197], [3.919, 3.450, 1.455], [3.224, 2.509, 2.197], [2.983, 1.248, 1.641], [3.381, 0.933, 0.411], [4.080, 1.824, -0.274], [2.372, 0.177, 2.467], [2.859, 0.057, 3.774], [2.355, -0.935, 4.589], [1.431, -1.818, 4.058], [1.037, -1.685, 2.724], [1.459, -0.661, 1.962], [0.120, -2.687, 2.128], [-0.170, -3.888, 2.787], [-1.138, -4.733, 2.273], [-1.780, -4.376, 1.098], [-1.371, -3.215, 0.462], [-0.442, -2.400, 0.950], [4.940, 3.781, -0.417], [4.099, 4.438, 1.854], [2.853, 2.760, 3.180], [4.421, 1.503, -1.247], [3.628, 0.725, 4.129], [2.684, -1.035, 5.611], [1.033, -2.597, 4.685], [0.351, -4.177, 3.685], [-1.380, -5.653, 2.781], [-2.559, -4.985, 0.667], [-1.783, -2.953, -0.506], [1.519, -1.430, -4.252], [1.814, -2.370, -3.102], [2.523, -3.528, -3.492], [2.809, -1.643, -1.732], [3.746, -0.538, -2.368], [3.806, -2.731, -1.219], [2.020, -1.163, -0.561], [0.279, -2.867, -2.220], [0.975, -3.605, -0.934], [-0.582, -3.815, -2.936], [-0.319, -1.561, -1.707], [2.433, -1.082, -4.730], [0.944, -0.577, -3.893], [0.909, -1.959, -4.984], [1.909, -4.088, -3.994], [3.285, 0.270, -2.637], [4.301, -3.179, -1.911], [0.943, -4.559, -1.054], [2.236, 5.657, -1.803], [1.826, 4.403, -2.034], [2.902, 3.743, -2.492], [0.938, 4.455, -3.032], [1.255, 3.768, -0.793], [0.927, 4.533, 0.306], [0.432, 3.903, 1.447], [0.296, 2.528, 1.440], [0.586, 1.773, 0.379], [1.029, 2.369, -0.755], [1.228, 1.309, -2.077], [1.060, 5.605, 0.282], [0.161, 4.475, 2.317], [-0.051, 1.998, 2.321], [-7.525, 1.430, 1.800], [-5.948, 0.391, 1.996], [-6.035, -0.879, 2.548], [-4.888, -1.643, 2.678], [-3.669, -1.142, 2.258], [-3.589, 0.134, 1.705], [-4.736, 0.908, 1.574], [-2.283, 0.668, 1.196], [-2.192, 1.797, 0.725], [-1.273, -0.138, 1.259], [-6.990, -1.263, 2.872], [-4.957, -2.631, 3.109], [-2.764, -1.723, 2.357], [-4.659, 1.896, 1.145], [-2.627, 4.269, -4.402], [-2.657, 3.255, -3.872], [-2.695, 1.995, -3.219], [-3.577, 0.992, -3.622], [-3.589, -0.181, -2.887], [-2.688, -0.334, -1.842], [-1.770, 0.581, -1.513], [-1.818, 1.741, -2.162], [-4.226, 1.141, -4.472], [-4.279, -0.976, -3.126], [-2.705, -1.233, -1.237], [-1.159, 2.533, -1.830]]
}